1.
18
Properties=species:S:1:pos:R:3 method="wB97M-V/def2-TZVPD" e_lumo_ev=0.20 homo_energy_ev=-8.72 de_lowest_ev=2.055 smiles="CC=P#[PH2].C=CP" total_charge=0
C -1.256 -1.091 0.200
C -0.546 2.378 0.871
C -0.305 -1.070 -0.915
C 0.761 2.500 1.076
P 0.487 -3.870 0.001
P 0.683 -2.259 -1.566
P 1.709 2.592 -0.527
H -1.928 -0.338 -0.162
H -0.845 -0.833 1.212
H -1.820 -2.090 0.213
H -1.018 2.365 -0.100
H 1.762 -4.650 -0.081
H -1.190 1.904 1.606
H -0.363 -0.268 -1.668
H 1.098 2.369 2.187
H -0.105 -4.660 -0.902
H 2.267 3.856 -0.265
H 0.610 3.164 -1.180



2.
18
Properties=species:S:1:pos:R:3 method="wB97M-V/def2-TZVPD" e_lumo_ev=2.87 homo_energy_ev=-2.44 de_lowest_ev=1.068 total_charge=-1
C 1.418 2.265 0.426
C 1.306 0.708 0.812
S 1.401 -0.253 -0.737
S 1.595 -2.178 0.009
H 0.679 2.398 -0.353
H 2.433 2.370 0.067
H 1.273 2.875 1.317
H 0.300 0.514 1.210
H 2.105 0.381 1.496
H 1.568 -2.707 -1.186
C -3.255 -0.650 -0.442
C -2.042 -0.237 0.357
S -1.658 1.502 0.174
H -3.150 -0.493 -1.483
H -4.112 0.015 -0.186
H -3.637 -1.658 -0.282
H -1.225 -0.855 -0.068
H -2.187 -0.491 1.417



What did the first record say?
18
Properties=species:S:1:pos:R:3 method="wB97M-V/def2-TZVPD" e_lumo_ev=0.20 homo_energy_ev=-8.72 de_lowest_ev=2.055 smiles="CC=P#[PH2].C=CP" total_charge=0
C -1.256 -1.091 0.200
C -0.546 2.378 0.871
C -0.305 -1.070 -0.915
C 0.761 2.500 1.076
P 0.487 -3.870 0.001
P 0.683 -2.259 -1.566
P 1.709 2.592 -0.527
H -1.928 -0.338 -0.162
H -0.845 -0.833 1.212
H -1.820 -2.090 0.213
H -1.018 2.365 -0.100
H 1.762 -4.650 -0.081
H -1.190 1.904 1.606
H -0.363 -0.268 -1.668
H 1.098 2.369 2.187
H -0.105 -4.660 -0.902
H 2.267 3.856 -0.265
H 0.610 3.164 -1.180